# 1
{"formula": "C9H8AuF5O5S2", "method": "ωB97M-V/def2-TZVPD", "symbols": ["Au", "S", "S", "F", "F", "F", "F", "F", "O", "O", "O", "O", "O", "C", "C", "C", "C", "C", "C", "C", "C", "C", "H", "H", "H", "H", "H", "H", "H", "H"], "positions_angstrom": [[-0.424, -0.744, 2.879], [-0.537, -1.363, -0.511], [1.993, 0.371, 2.381], [-2.578, 1.471, 2.586], [-4.227, 0.518, 1.596], [-2.644, -1.806, 1.326], [-2.355, 0.714, 0.575], [-3.234, -1.255, 3.332], [0.692, 0.788, 1.708], [1.497, -0.524, 3.489], [2.825, -0.376, 1.438], [0.213, -1.789, 0.678], [2.740, 1.505, 2.859], [0.360, 0.039, -1.254], [-0.173, -2.666, -1.761], [0.264, 1.986, -2.618], [-2.905, 0.463, 1.778], [-0.383, 0.908, -2.037], [1.693, 0.248, -0.993], [2.337, 1.328, -1.574], [1.615, 2.193, -2.383], [-2.393, -0.881, 2.322], [2.223, -0.372, -0.266], [0.898, -2.768, -1.901], [-0.288, 2.679, -3.236], [-0.666, -2.390, -2.687], [-1.441, 0.749, -2.176], [-0.590, -3.593, -1.379], [3.380, 1.512, -1.367], [2.109, 3.057, -2.805]], "lowdin_charge": [1.1621, 0.9450, 0.3505, 0.1461, 0.1663, -0.0022, 0.1125, 0.0496, -0.3197, -0.4245, -0.1558, -0.5524, -0.1247, -0.3718, -0.1897, -0.0727, -0.6157, -0.0864, -0.0949, -0.0507, -0.0716, -0.4750, 0.0759, 0.0597, 0.1065, 0.0536, 0.1087, 0.0525, 0.1129, 0.1056], "e_homo_ev": [-9.5, -9.4], "spin_multiplicity": 3, "charge": 0, "de_lowest_kj_mol": 85.7, "s2": 2.015}


# 2
{"formula": "C20H50EuN2O4Si2", "method": "ωB97M-V/def2-TZVPD", "symbols": ["Eu", "Si", "Si", "O", "O", "O", "O", "N", "N", "C", "C", "C", "C", "C", "C", "C", "C", "C", "C", "C", "C", "C", "C", "C", "C", "C", "C", "C", "C", "H", "H", "H", "H", "H", "H", "H", "H", "H", "H", "H", "H", "H", "H", "H", "H", "H", "H", "H", "H", "H", "H", "H", "H", "H", "H", "H", "H", "H", "H", "H", "H", "H", "H", "H", "H", "H", "H", "H", "H", "H", "H", "H", "H", "H", "H", "H", "H", "H", "H"], "positions_angstrom": [[1.122, 2.759, 1.194], [1.092, 2.328, -2.359], [3.843, 1.520, 2.160], [-3.006, -1.506, -2.948], [-1.661, -2.407, -1.319], [-0.965, 2.670, 2.308], [1.468, -1.720, 4.172], [1.031, -0.478, 3.657], [-0.335, 1.622, 2.789], [0.458, -3.264, -0.358], [-2.395, -1.789, -4.260], [2.388, 3.683, -2.256], [2.572, 0.663, 1.135], [-3.993, 0.109, -1.385], [4.503, 2.971, 1.137], [-2.370, 1.046, 4.107], [0.254, 2.071, -0.703], [-0.199, -2.448, -1.443], [2.918, 2.141, 3.685], [-3.042, -2.989, -4.894], [-3.376, -3.598, -0.090], [5.295, 0.493, 2.746], [-2.319, -2.534, 0.004], [-0.191, -0.295, 4.138], [-3.349, -0.099, -2.727], [-0.183, 2.830, -3.646], [-0.666, -1.302, 5.107], [1.976, 0.794, -3.006], [-0.973, 0.813, 3.660], [0.175, -1.415, -1.468], [3.320, 3.340, -1.783], [-1.532, -2.774, 0.718], [-0.770, 2.516, -0.670], [-2.772, 1.922, 3.589], [5.436, -0.380, 2.092], [-3.247, 0.326, -0.612], [-4.039, 0.162, -3.539], [3.927, 3.907, 1.239], [-4.116, -2.845, -5.020], [2.015, 4.566, -1.721], [-2.437, 0.514, -2.826], [1.876, -0.003, 1.700], [5.521, 3.170, 1.505], [-2.999, 0.172, 3.891], [-4.616, -0.726, -1.067], [-2.608, -3.158, -5.883], [-4.638, 0.994, -1.453], [-2.417, 1.213, 5.193], [-2.881, -3.892, -4.297], [-1.328, -1.964, -4.088], [-2.739, -1.548, 0.234], [0.042, -1.391, 5.939], [-3.792, -3.743, 0.907], [-0.132, -4.141, -0.062], [2.486, 3.155, 3.594], [6.217, 1.095, 2.731], [0.000, -2.914, -2.412], [1.414, -3.634, -0.737], [2.323, 0.986, -4.034], [2.337, -1.868, 3.759], [2.753, 0.246, 0.135], [5.130, 0.136, 3.775], [-2.504, -0.901, -4.891], [-1.645, -1.022, 5.504], [-2.948, -4.556, -0.419], [3.665, 2.187, 4.489], [-0.750, -2.286, 4.630], [-1.031, 3.337, -3.171], [2.614, 3.986, -3.288], [2.127, 1.425, 3.983], [-2.337, -1.972, -2.113], [-4.189, -3.296, -0.766], [0.680, -2.662, 0.528], [1.325, -0.091, -3.035], [2.864, 0.552, -2.404], [4.567, 2.706, 0.070], [0.253, 3.529, -4.368], [0.074, 0.986, -0.478], [-0.569, 1.968, -4.205]], "lowdin_charge": [1.3333, 0.3499, 0.2831, -0.1295, -0.1191, -0.3521, -0.1170, 0.0160, -0.1692, -0.0568, -0.1781, -0.2041, -0.4046, -0.0509, -0.2175, -0.0598, -0.5192, -0.1544, -0.2333, -0.0527, -0.0471, -0.2104, -0.1599, -0.3025, -0.1696, -0.2113, -0.0494, -0.1967, -0.2966, 0.1170, 0.0113, 0.1127, -0.0325, 0.0639, 0.0195, 0.0830, 0.1330, 0.0097, 0.0868, 0.0234, 0.1315, -0.0734, 0.0178, 0.0741, 0.0834, 0.0905, 0.0964, 0.0828, 0.0853, 0.1217, 0.1120, 0.0929, 0.0902, 0.0900, 0.0030, 0.0128, 0.1222, 0.0955, 0.0258, 0.0963, -0.0665, 0.0197, 0.1323, 0.0677, 0.0917, 0.0227, 0.0871, 0.0180, 0.0233, -0.0006, 0.0147, 0.0813, 0.0900, -0.0034, 0.0228, 0.0139, 0.0163, -0.0367, 0.0067], "e_homo_ev": [-4.7, -5.1], "spin_multiplicity": 8, "charge": 0, "de_lowest_kj_mol": 269.9, "s2": 15.762}